1.
Density functional theory data (ωB97M-V/def2-TZVPD) for a 9-piece molecular cluster, C29H32F9O29PS overall.

```
101
Properties=species:S:1:pos:R:3
C -3.779 2.020 -2.302
C -3.673 1.412 -0.795
F -4.798 2.006 -0.080
C -2.254 1.832 -0.167
P -0.714 1.965 -1.276
O -0.783 1.043 -2.702
O 0.622 1.380 -0.370
S -0.438 3.859 -1.690
C -1.878 1.337 1.325
O -2.855 2.101 2.114
C -2.644 3.431 1.623
O -2.623 4.522 2.217
O -2.504 3.245 0.189
H -3.135 2.977 -2.406
H -4.872 2.348 -2.480
H -3.512 1.226 -3.092
H -3.787 0.265 -0.781
H -1.128 1.578 -3.459
H 1.426 1.657 -0.874
H -1.782 0.222 1.522
H -0.895 1.843 1.666
O 1.121 -2.694 4.530
C 1.015 -2.371 3.381
O 2.005 -2.505 2.455
C 1.442 -2.137 1.202
C 0.301 -1.263 1.610
F -0.726 -1.364 0.730
O -0.108 -1.818 2.843
H 1.117 -3.036 0.672
H 2.169 -1.611 0.584
H 0.568 -0.211 1.750
O 2.263 -6.730 9.351
C 2.063 -5.715 8.748
O 0.944 -5.474 8.007
C 1.030 -4.125 7.569
C 2.500 -3.861 7.628
F 2.750 -2.564 7.927
O 2.928 -4.663 8.711
H 0.460 -3.487 8.247
H 0.628 -4.012 6.561
H 3.045 -4.144 6.723
O 3.109 4.175 -1.928
C 2.921 5.189 -2.539
O 1.806 5.439 -3.282
C 1.909 6.784 -3.729
C 3.381 7.029 -3.672
F 3.649 8.325 -3.383
O 3.800 6.229 -2.583
H 1.346 7.436 -3.054
H 1.507 6.893 -4.740
H 3.922 6.732 -4.575
O 2.290 -2.499 -1.466
C 2.519 -3.647 -1.722
O 3.762 -4.137 -1.989
C 3.627 -5.546 -2.107
C 2.183 -5.700 -2.463
F 1.681 -6.856 -1.970
O 1.568 -4.619 -1.790
H 3.879 -6.017 -1.152
H 4.290 -5.941 -2.878
H 1.974 -5.633 -3.534
O -1.209 -8.326 -3.275
C -1.335 -8.760 -2.167
O -1.688 -8.007 -1.086
C -1.858 -8.908 -0.001
C -1.022 -10.076 -0.421
F -1.540 -11.237 0.045
O -1.136 -10.065 -1.829
H -2.917 -9.162 0.098
H -1.514 -8.465 0.935
H 0.031 -10.000 -0.137
O -2.278 4.999 -4.971
C -2.388 6.120 -4.567
O -2.504 6.451 -3.249
C -2.476 7.869 -3.183
C -2.920 8.264 -4.555
F -2.341 9.427 -4.938
O -2.420 7.223 -5.368
H -1.459 8.202 -2.956
H -3.146 8.239 -2.405
H -4.005 8.334 -4.674
O 1.338 5.893 -6.335
C 1.994 4.940 -6.643
O 1.473 3.773 -7.114
C 2.574 2.955 -7.483
C 3.682 3.516 -6.651
F 4.873 3.401 -7.285
O 3.353 4.887 -6.557
H 2.759 3.058 -8.556
H 2.375 1.906 -7.261
H 3.754 3.085 -5.648
O -2.126 0.619 10.511
C -2.257 -0.162 9.616
O -2.949 0.097 8.469
C -2.755 -1.022 7.616
C -2.417 -2.109 8.586
F -1.565 -3.008 8.033
O -1.739 -1.423 9.618
H -1.940 -0.810 6.919
H -3.658 -1.240 7.044
H -3.286 -2.629 9.000
```

Output
SMILES: C[C@H](F)[C@]1(P(O)(O)=S)COC(=O)O1.O=C1OC[C@@H](F)O1.O=C1OC[C@@H](F)O1.O=C1OC[C@@H](F)O1.O=C1OC[C@@H](F)O1.O=C1OC[C@@H](F)O1.O=C1OC[C@@H](F)O1.O=C1OC[C@@H](F)O1.O=C1OC[C@@H](F)O1
LUMO, eV: -0.1
Gap between HOMO and LUMO, Eh: 0.3227

2.
Density functional theory data (ωB97M-V/def2-TZVPD) for a 17-piece molecular cluster, H35O17 overall.

```
52
Properties=species:S:1:pos:R:3
O 0.968 3.361 3.523
H 0.845 4.263 3.537
H 1.921 3.264 3.845
O 0.266 -0.597 -1.333
H 0.511 -1.343 -0.842
H 1.031 -0.567 -1.830
O 1.389 -4.061 -0.619
H 1.149 -4.181 0.293
H 1.516 -4.951 -0.972
O 0.014 0.630 2.349
H -0.782 0.423 2.992
H -2.352 2.025 1.829
O -1.700 -0.316 4.243
H -0.020 1.662 2.317
O 1.796 1.555 -2.955
H 1.280 1.005 -3.516
H 1.074 2.284 -2.691
O -0.380 4.385 -2.413
H -0.181 4.829 -3.143
H 0.183 4.673 -1.689
O -2.132 2.624 1.162
H -2.551 -0.616 3.901
H -2.701 2.932 0.511
O 3.372 -2.209 -2.841
H 5.146 -1.504 -0.072
H 3.430 -2.955 -2.263
O -0.034 -1.544 -3.975
H 0.463 -1.876 -4.706
H 0.065 -2.264 -3.428
O -4.014 -1.172 -0.351
H -3.926 -0.988 -1.320
H -4.519 -2.012 -0.451
O -2.793 -3.292 -0.912
H -2.314 -4.089 -1.065
H -3.080 -3.157 -1.941
O 3.072 3.764 -0.754
H 4.072 3.523 -0.808
H 2.881 2.899 -1.214
O -1.918 0.347 -0.136
H -1.830 0.378 -1.158
H 4.239 -0.561 0.354
O -3.721 1.271 3.026
H -4.580 1.655 2.732
H -3.828 0.382 2.661
O 5.158 -0.612 0.064
H -0.618 0.581 1.408
H -2.418 -0.524 -0.180
O 0.959 -3.680 2.029
H 1.857 -3.646 2.188
H 0.681 -2.655 1.961
H -1.670 -0.575 5.055
H 2.609 -1.924 -3.135
```

Output
LUMO, eV: -3.1
Charge: +1
Energy above the lowest of the compared OMol25 structures with the same formula, charge and spin, eV: 7.402
Gap between HOMO and LUMO, Eh: 0.3752

3.
Density functional theory data (ωB97M-V/def2-TZVPD) for a 2-piece molecular cluster, C6H12N2 overall.

```
20
Properties=species:S:1:pos:R:3
H 0.663 -0.364 -2.375
N 0.424 -1.149 -1.778
C -0.289 -0.885 -0.763
C -0.626 -2.045 0.131
N -0.810 0.340 -0.418
C -0.397 1.514 -1.154
C -1.314 0.591 0.912
H -0.189 -2.938 -0.306
H -1.703 -2.179 0.205
H -0.216 -1.896 1.128
H -0.462 1.324 -2.226
H 0.628 1.816 -0.905
H -1.071 2.337 -0.920
H -0.502 0.697 1.641
H -1.971 -0.215 1.232
H -1.894 1.514 0.904
C 2.411 -0.049 0.764
C 2.458 0.816 1.586
H 2.341 -0.797 0.029
H 2.518 1.570 2.314
```

Output
SMILES: [H]/N=C(/C)N(C)C.C#C
LUMO, eV: 0.9
Energy above the lowest of the compared OMol25 structures with the same formula, charge and spin, eV: 2.513
Gap between HOMO and LUMO, Eh: 0.3502

4.
Density functional theory data (ωB97M-V/def2-TZVPD) for a 2-piece molecular cluster, C5H14 overall.

```
19
Properties=species:S:1:pos:R:3
C 1.213 -1.520 -0.097
C -0.311 -1.493 0.017
C -0.924 -2.146 -1.228
H 1.650 -2.411 -0.533
H 1.682 -1.438 0.891
H 1.457 -0.614 -0.655
H -0.785 -1.815 0.959
H -0.649 -0.468 0.185
H -1.282 -1.432 -1.971
H -0.205 -2.751 -1.781
H -1.689 -2.877 -0.957
C -0.693 2.686 0.370
C 0.573 2.002 0.911
H -1.262 2.056 -0.296
H -1.313 3.091 1.171
H -0.307 3.591 -0.108
H 1.455 2.318 0.354
H 0.524 0.917 0.854
H 0.866 2.306 1.916
```

Output
SMILES: CCC.CC
LUMO, eV: 1.1
Energy above the lowest of the compared OMol25 structures with the same formula, charge and spin, eV: 0.737
Gap between HOMO and LUMO, Eh: 0.4449

5.
Density functional theory data (ωB97M-V/def2-TZVPD) for a 2-piece molecular cluster, C2H5FO2 overall.

```
10
Properties=species:S:1:pos:R:3
C -0.482 0.117 -0.093
C 0.798 0.679 0.485
O -1.593 0.806 0.377
O 2.006 -0.811 0.164
F 1.362 1.656 -0.166
H -0.388 0.180 -1.199
H -0.406 -0.871 0.230
H 0.807 0.689 1.521
H -2.362 0.291 0.124
H 2.576 -0.853 0.943
```

Output
LUMO, eV: 0.5
Energy above the lowest of the compared OMol25 structures with the same formula, charge and spin, eV: 2.873
Gap between HOMO and LUMO, Eh: 0.3995

6.
Density functional theory data (ωB97M-V/def2-TZVPD) for C37H22Br2ClN3O9Ru as an isolated structure.

```
75
Properties=species:S:1:pos:R:3
Ru -1.242 -0.363 -0.357
Br 0.889 6.290 -2.105
C -0.112 4.679 -2.057
C -0.432 4.046 -3.257
C -1.074 2.831 -3.210
C -1.389 2.188 -1.985
O -1.904 1.024 -1.993
C -1.123 2.913 -0.758
C -1.400 2.406 0.532
N -1.761 1.167 0.847
C -1.984 0.799 2.149
C -1.874 1.611 3.294
C -2.018 1.072 4.561
C -2.320 -0.264 4.756
C -2.510 -1.107 3.648
C -2.850 -2.471 3.749
C -3.026 -3.211 2.597
C -2.829 -2.611 1.359
N -2.494 -1.332 1.243
C -2.338 -0.571 2.343
C -0.474 4.157 -0.842
H -0.163 4.493 -4.204
H -1.314 2.305 -4.123
H -1.221 3.111 1.337
H -1.625 2.657 3.212
H -1.866 1.707 5.423
H -2.407 -0.671 5.752
H -2.970 -2.915 4.726
H -3.310 -4.249 2.649
H -2.955 -3.170 0.441
H -0.208 4.670 0.070
Cl -0.753 -6.370 -4.915
C -0.681 -5.003 -3.855
C 0.557 -4.652 -3.296
C 0.636 -3.581 -2.455
C -0.513 -2.803 -2.119
O -0.375 -1.818 -1.345
C -1.769 -3.184 -2.709
C -2.958 -2.439 -2.412
O -3.087 -1.511 -1.620
C -1.817 -4.286 -3.575
H 1.435 -5.233 -3.536
H 1.568 -3.286 -1.999
H -3.856 -2.775 -2.971
H -2.762 -4.569 -4.016
Br 1.168 -0.264 6.572
C 1.201 -1.647 5.269
C 1.620 -2.921 5.622
N 1.631 -3.920 4.757
C 1.221 -3.693 3.519
C 0.796 -2.446 3.077
C 0.794 -1.387 3.976
C 0.273 -2.217 1.659
O -0.088 -3.193 1.007
O 0.226 -1.003 1.352
H 1.960 -3.143 6.625
H 1.235 -4.534 2.840
H 0.484 -0.406 3.646
O 1.178 1.874 0.877
C 1.330 1.554 -0.295
O 0.691 0.695 -0.963
C 2.358 2.299 -1.141
C 3.296 3.114 -0.530
C 4.224 3.841 -1.272
C 4.146 3.731 -2.641
O 4.921 4.334 -3.606
C 4.349 3.959 -4.839
O 3.322 3.021 -4.624
C 3.188 2.926 -3.256
C 2.293 2.184 -2.532
H 3.287 3.178 0.546
H 4.961 4.467 -0.800
H 5.122 3.514 -5.486
H 3.933 4.853 -5.338
H 1.559 1.547 -2.997
```

Output
LUMO (alpha / beta), eV: 1.3 / 1.3
Charge: -1
Gap between HOMO and LUMO (alpha / beta), Eh: 0.2373 / 0.2332
2S+1: 2

Number 1: DFT total energy -134550.4980 eV. Number 2: DFT total energy -35364.9222 eV. Number 3: DFT total energy -9394.3368 eV. Number 4: DFT total energy -5411.3127 eV. Number 5: DFT total energy -8964.9777 eV. Number 6: DFT total energy -216815.5239 eV.